Below is a 12-piece molecular cluster, C44H72ClN7O30 overall in a non-equilibrium geometry, with properties calculated with the ωB97M-V functional and the def2-TZVPD basis.

Summary:
Energy above the lowest of the compared OMol25 structures with the same formula, charge and spin in kJ/mol: 580.6
LUMO energy in eV: -2.026
Spin multiplicity: 1
E_tot in eV: -131145.05480

```
154
Properties=species:S:1:pos:R:3:forces:R:3
C -0.33457 2.10052 -1.01280 -1.22 -0.53 1.09
N -0.56089 0.97784 0.01494 1.43 -0.63 0.13
C 0.87214 0.67840 0.48056 -0.64 -0.17 0.26
C -1.32443 1.46095 1.26365 -0.22 0.49 -2.27
C -1.34333 -0.28135 -0.50026 0.83 0.53 1.08
C -0.76359 -0.98413 -1.67016 0.60 0.02 1.10
O -0.99817 -0.20360 -2.78409 -0.06 0.07 -1.08
H 0.03600 2.91173 -0.38613 -0.39 0.35 -0.38
H -1.32114 2.23543 -1.45619 0.34 0.62 -0.20
H 0.43045 1.88178 -1.75778 -0.33 -0.53 0.17
H 0.81142 -0.09188 1.24938 0.31 -0.17 -0.29
H 1.29084 1.57919 0.92930 -0.41 0.10 0.15
H 1.54895 0.47671 -0.34971 -0.43 -0.56 0.00
H -1.40881 0.67275 2.01180 0.47 0.24 -0.05
H -2.31346 1.67564 0.85891 -0.17 0.08 0.37
H -0.86826 2.41492 1.52813 0.01 -0.37 0.60
H -2.37484 -0.00968 -0.72448 0.10 0.40 0.21
H -1.30720 -0.97765 0.33757 -0.19 0.15 0.17
H -1.23720 -1.96558 -1.64706 -0.11 -0.19 -0.48
H 0.30381 -1.13207 -1.50622 0.21 -0.25 -0.01
H -0.56221 -0.65148 -3.51275 -0.10 0.20 -0.48
Cl 1.13233 -6.73937 3.01348 -4.32 2.26 1.72
O 0.11789 -7.24567 2.13267 -0.14 -0.37 -0.98
O 0.52228 -5.62319 3.77447 0.30 -0.80 -0.03
O 1.49144 -7.77381 3.90240 1.31 -1.09 0.88
O 2.18693 -6.15996 2.30613 2.80 0.18 -1.68
C -9.26510 6.05241 -1.94630 0.16 1.16 -0.85
N -7.87898 5.65047 -1.62150 -0.85 -1.44 -0.42
O -7.56423 5.65322 -0.47290 0.53 0.49 1.83
O -7.18880 5.21991 -2.51193 0.36 0.17 -0.94
H -9.10572 6.93244 -2.56940 -0.27 0.24 0.10
H -9.79319 6.32363 -1.03216 0.04 -0.38 -0.27
H -9.72022 5.33337 -2.62744 0.05 -0.25 0.56
C 6.97719 8.36959 -0.44073 0.45 0.48 -0.44
N 5.81600 7.56106 -0.91380 0.06 1.52 -1.33
O 4.95507 8.09232 -1.63020 1.09 -0.89 1.20
O 5.86975 6.41999 -0.55662 -0.86 -1.12 0.06
H 7.23102 9.17162 -1.13384 -0.70 0.16 0.14
H 7.85856 7.72837 -0.45169 -0.37 -0.21 0.49
H 6.69219 8.72441 0.54972 0.32 0.04 -0.12
C -5.05525 -10.06992 -3.71335 0.44 1.02 -0.67
N -4.41831 -11.37979 -4.13603 -2.85 0.53 1.61
O -5.00231 -12.39202 -3.71712 1.50 1.01 -0.94
O -3.47450 -11.26879 -4.85578 0.88 -1.01 -0.57
H -5.94628 -9.84923 -4.30111 -0.44 -0.94 0.37
H -4.42766 -9.26623 -4.09845 0.57 -0.25 0.49
H -5.19184 -9.99128 -2.63481 -0.10 -0.37 -0.29
C -8.57368 -2.67489 -5.61959 0.13 1.42 -1.65
C -9.67887 -3.40820 -4.94730 1.22 -0.79 -0.22
C -10.49623 -4.22054 -5.98829 -0.04 0.61 0.95
O -11.79633 -4.49125 -5.43799 0.30 -0.83 -1.80
C -12.60678 -5.06696 -6.49202 -0.19 0.13 0.70
N -8.90864 -4.31409 -4.05809 -1.42 -0.97 -0.10
H -8.05626 -1.98172 -4.95633 0.10 -0.16 0.06
H -8.93431 -2.09995 -6.47252 -0.19 0.47 0.06
H -7.86020 -3.34856 -6.09414 0.08 -0.27 0.46
H -10.28630 -2.77500 -4.30063 -0.52 0.24 -0.63
H -9.92409 -5.08784 -6.31774 -0.02 -0.81 0.81
H -10.58234 -3.75700 -6.97105 -0.34 1.07 0.15
H -13.59777 -5.28893 -6.09607 0.12 0.13 0.18
H -12.21335 -5.99544 -6.90584 0.39 -0.15 0.26
H -12.72633 -4.39107 -7.33876 0.10 0.36 0.05
H -9.65978 -4.87575 -3.68334 0.23 -0.72 0.65
H -8.53802 -3.80409 -3.26902 0.06 0.25 0.07
C 0.98840 -5.98837 -8.89140 0.34 0.24 0.21
C 2.30265 -5.57606 -8.20212 1.04 -0.73 -0.79
C 3.55880 -6.27694 -8.86924 -0.95 0.90 -0.35
O 4.74663 -5.98266 -8.19908 0.30 0.31 0.89
C 5.09268 -6.94980 -7.21394 -0.15 -0.12 -0.59
N 2.42609 -4.11466 -8.16372 0.07 0.16 -0.26
H 0.80127 -5.38924 -9.78253 -0.02 0.47 0.16
H 0.18696 -5.85472 -8.16482 -0.22 -0.06 -0.34
H 0.96729 -6.99424 -9.31078 0.22 -0.28 0.57
H 2.32336 -5.86563 -7.15150 -0.27 -0.35 0.03
H 3.67990 -5.86582 -9.87144 -0.10 0.23 -0.19
H 3.46707 -7.35093 -9.03125 -0.38 -0.29 0.38
H 5.24503 -7.87971 -7.76182 0.57 -0.29 0.23
H 4.31612 -7.18621 -6.48651 -0.32 0.45 0.11
H 5.97505 -6.59168 -6.68358 0.00 -0.19 -0.21
H 3.38710 -3.84488 -8.00952 0.32 -0.23 0.54
H 2.25297 -3.69051 -9.06384 -0.45 -0.21 -0.38
C -5.91513 1.14087 10.23319 -0.40 -0.51 1.46
C -5.59792 1.17203 11.77773 -0.70 1.81 -0.91
C -6.27364 0.10452 12.60076 0.54 -0.76 -0.50
O -5.84947 0.27913 13.92685 1.34 -0.07 -0.16
C -6.82428 0.26322 14.90800 0.05 0.37 0.29
N -4.18731 1.41716 11.98256 0.86 -0.96 -0.27
H -5.36263 1.87920 9.65206 0.28 -0.22 0.29
H -6.97102 1.36520 10.08200 -0.11 -0.06 0.05
H -5.76594 0.12021 9.88091 0.27 0.06 -0.37
H -6.09840 2.05479 12.17567 0.01 0.49 -0.12
H -5.99112 -0.90542 12.30360 0.04 -0.28 -0.25
H -7.34515 0.20351 12.42706 -0.28 0.03 0.42
H -7.39369 1.17324 14.71894 -1.12 -0.41 0.38
H -6.36717 0.38438 15.89008 0.30 0.02 -0.10
H -7.31388 -0.71049 14.92460 -0.77 0.24 -0.07
H -3.70098 0.61663 11.60476 0.36 -0.17 -0.71
H -3.87865 1.32548 12.93986 -0.66 0.41 0.60
C 10.25968 2.11421 7.47585 -2.24 -0.40 1.14
C 8.95974 1.65721 7.59066 0.97 -1.21 1.01
C 7.94790 1.71263 6.47474 0.78 0.69 -0.97
O 6.80154 1.32043 6.51528 0.29 -0.34 0.96
C 8.49283 2.29292 5.26601 1.34 1.43 -0.45
C 9.75180 2.83303 5.18419 -0.45 -0.28 -0.95
C 10.76205 2.80327 6.30024 2.33 0.11 0.96
O 11.95022 3.24041 6.22463 -3.83 -1.00 -0.60
O 10.20478 3.36988 4.03735 -0.81 -0.20 0.25
O 8.55453 0.94034 8.70005 1.12 1.21 -1.17
H 10.84461 1.98118 8.37394 0.47 0.06 -0.20
H 7.79385 2.44472 4.45682 0.12 -0.19 -0.23
H 11.11914 3.63114 4.16882 0.57 0.18 0.21
H 7.85243 0.35754 8.40171 -0.66 -0.05 0.04
C 2.91546 5.56895 9.84841 -0.69 -0.88 -0.21
C 2.32564 5.81493 8.65386 0.37 0.66 -0.73
C 3.15939 6.53258 7.49867 -0.71 -0.96 1.34
O 2.89082 6.75092 6.34746 -1.46 -0.47 -0.06
C 4.42574 6.93818 7.98075 1.94 0.48 0.30
C 4.98878 6.61785 9.14733 1.41 1.26 1.30
C 4.28717 5.84291 10.22107 0.04 -0.58 0.72
O 4.78336 5.48726 11.30331 -0.50 1.10 -2.24
O 6.19493 7.16315 9.49671 -0.75 -0.34 -0.87
O 1.04736 5.50462 8.38277 0.73 0.12 -0.46
H 2.39990 4.96023 10.57647 -0.36 0.08 0.19
H 4.96724 7.55476 7.27861 0.23 0.07 0.07
H 6.30237 7.12277 10.44982 0.03 -0.42 0.39
H 0.71091 4.95563 9.09482 -0.28 -0.12 0.25
C -2.79676 4.10805 -9.11512 -0.77 -0.20 -1.00
C -3.77320 3.61849 -9.91532 -0.08 -0.62 -0.12
C -5.15762 4.22021 -10.01511 -0.46 0.84 -0.04
O -6.11787 3.68260 -10.59343 2.47 1.15 1.24
C -5.18541 5.58065 -9.34667 -0.53 -1.00 -0.66
C -4.22687 6.03113 -8.51674 1.00 1.11 0.61
C -2.88452 5.37585 -8.35740 1.08 -3.46 -0.57
O -1.88932 5.66392 -7.70000 -1.89 1.44 -0.12
O -4.31198 7.19940 -7.87226 -1.41 0.63 -0.37
O -3.54341 2.50762 -10.63796 0.50 0.08 0.34
H -1.86802 3.55699 -9.12856 0.18 0.17 0.25
H -6.05010 6.16309 -9.62860 -0.14 0.20 0.53
H -3.64091 7.37160 -7.20773 0.61 -0.49 -0.11
H -4.26766 2.29489 -11.23109 -0.57 0.15 0.03
C 11.56263 -2.91001 -0.92400 2.54 0.00 -0.63
C 12.19324 -2.05062 -1.76296 0.73 0.12 0.73
C 11.41650 -1.04935 -2.58914 0.26 -0.55 -0.51
O 11.95261 -0.17055 -3.27579 -1.08 -1.65 1.47
C 9.96394 -1.38897 -2.52974 0.76 2.93 -1.68
C 9.35487 -2.22570 -1.72725 -1.39 -2.43 0.95
C 10.16458 -3.12506 -0.79522 -1.10 0.52 0.79
O 9.65355 -3.86278 0.04197 0.06 0.70 -1.28
O 8.01120 -2.46017 -1.78749 1.16 0.85 -0.26
O 13.56028 -2.05924 -1.75700 -1.25 -0.10 0.06
H 12.27021 -3.51389 -0.37531 -0.31 -0.29 0.39
H 9.38968 -0.74547 -3.17976 -0.33 -0.08 -0.13
H 7.77371 -3.12126 -1.13315 0.12 -0.38 0.45
H 13.91732 -1.34676 -2.29225 -0.17 0.37 -0.35
```
Positions in Å, forces in eV/Å.

Below is C5H6N4 as an isolated structure in a non-equilibrium geometry, with properties calculated with the ωB97M-V functional and the def2-TZVPD basis.

Summary:
Energy above the lowest of the compared OMol25 structures with the same formula, charge and spin in kJ/mol: 626.9
LUMO energy in eV: 0.126
Spin multiplicity: 1
E_tot in eV: -11235.16962

```
15
Properties=species:S:1:pos:R:3:forces:R:3
C 2.12411 -0.94517 -0.90291 -3.89 -2.37 -8.89
C 0.76310 -0.82670 -0.40484 -3.86 0.38 -0.60
C -1.21445 0.02597 0.33296 -2.46 5.30 1.91
C -1.80508 1.27148 0.75563 -2.81 1.81 0.58
C 0.08045 0.45226 0.00301 0.51 -8.68 -1.14
H 2.29026 -2.11561 -1.24385 -0.39 3.22 -0.06
H 2.60421 -0.95668 -0.13335 6.38 0.35 8.81
H 2.48885 -0.06072 -1.54556 -0.73 -1.81 0.56
H -1.96116 -2.49779 0.40022 1.70 5.95 -0.54
H -3.02213 1.78431 1.02831 4.21 -2.32 -0.83
H -0.51259 3.10585 0.99535 -0.50 2.86 1.55
N -0.17250 -1.79650 -0.36933 2.90 1.78 0.15
N -1.31824 -1.27858 0.15715 -2.47 -7.89 -0.45
N -0.81192 2.26534 0.66545 2.54 -6.72 -2.45
N 0.46709 1.57254 0.26177 -1.13 8.15 1.38
```
Positions in Å, forces in eV/Å.

Below is C9H22BrF3LiO6S as an isolated structure in a non-equilibrium geometry, with properties calculated with the ωB97M-V functional and the def2-TZVPD basis.

Summary:
LUMO energy in eV: 2.144
Charge: -1
Spin multiplicity: 1
E_tot in eV: -111214.18641

```
43
Properties=species:S:1:pos:R:3:forces:R:3
Li -0.82727 0.59543 0.17554 -0.24 -0.69 0.25
Br -2.09244 0.66725 2.23214 0.01 0.38 0.10
C 0.94607 -3.00728 -1.73810 -1.37 0.82 0.75
F 1.01016 -4.13907 -2.43963 -0.16 0.16 0.16
F 2.03371 -2.88908 -0.99629 0.70 -0.56 0.77
F 1.01679 -1.96334 -2.56819 -0.35 0.24 -1.02
S -0.62276 -2.80249 -0.60353 -3.60 -1.55 1.11
O -1.88502 -3.17491 -1.32089 2.79 0.82 -0.07
O -0.39059 -3.75465 0.48789 0.91 1.38 -1.48
O -0.65031 -1.36203 -0.25724 1.23 -0.94 -0.61
C -1.21804 2.75285 -2.24476 0.76 1.47 -0.60
C -2.50681 2.33148 -1.65413 -1.71 -0.81 -1.02
C -3.62244 2.33766 -2.79111 1.09 0.35 0.23
O -2.27801 1.00579 -1.20562 -0.19 -0.24 -0.13
H -1.38176 3.62714 -2.87476 0.09 0.40 0.16
H -0.77493 2.03111 -2.93094 -0.15 -0.39 0.33
H -0.52374 3.02634 -1.45024 0.23 -0.10 -0.15
H -2.76513 2.93174 -0.78174 -0.23 0.22 -0.10
H -3.10366 1.96720 -3.67527 -0.15 -0.31 -0.13
H -3.94810 3.33774 -3.07729 0.16 0.25 0.35
H -4.54237 1.76674 -2.66513 0.23 -0.25 0.57
H -3.05037 0.48464 -1.43684 0.13 -0.47 0.45
C 1.61884 -0.97861 2.36686 0.57 0.05 1.53
C 0.87106 -1.82548 3.50709 -1.38 2.09 -0.87
C 0.66967 -1.07731 4.88858 0.10 0.63 -2.21
O -0.40278 -2.16951 2.92984 1.20 -1.69 1.16
H 2.63844 -0.72275 2.65505 0.53 -0.45 0.23
H 1.25067 0.03459 2.20569 -0.95 -0.21 0.23
H 1.67116 -1.44514 1.38314 -0.33 -0.44 0.31
H 1.43835 -2.70374 3.81521 -0.23 -0.48 -0.89
H 1.65398 -0.73569 5.20879 0.01 -0.27 0.62
H 0.07334 -1.65375 5.59583 0.46 -0.21 0.01
H 0.10395 -0.17435 4.65893 -0.16 0.14 0.09
H -0.98775 -1.42936 2.75206 0.21 0.85 0.06
C 3.10974 0.51826 -1.03642 -0.79 1.63 -0.56
C 1.63753 1.16852 -1.14652 1.68 -2.21 -0.83
O 1.10699 1.48989 0.10613 -0.50 0.34 0.26
H 3.72266 1.22930 -0.48248 -0.02 -0.12 0.65
H 3.64012 0.55442 -1.98800 -0.44 -0.25 -0.46
H 3.21626 -0.49251 -0.64261 -0.55 0.23 0.20
H 0.95991 0.42797 -1.57138 0.04 -0.22 0.09
H 1.59870 1.98231 -1.87064 0.40 0.41 0.24
H 1.58612 2.23265 0.48077 -0.06 0.00 0.20
```
Positions in Å, forces in eV/Å.